No. 1
Formula: C5H11Cl8HgO
Source: OMol25
Level of theory: wB97M-V/def2-TZVPD

Atoms and positions in Å:
1 Hg -3.39179 2.16047 0.90716
2 C -0.26633 0.69866 0.52270
3 O -1.05850 1.80581 0.87995
4 H 0.78761 0.85834 0.75036
5 H -0.56228 -0.22544 1.01924
6 H -0.07882 0.61784 -0.54800
7 C 2.47765 3.22259 0.22456
8 Cl 3.49242 1.91710 -0.47436
9 Cl 3.26441 4.80977 0.14226
10 H 1.49721 3.19758 -0.25106
11 H 2.34018 3.04404 1.29101
12 C -0.40535 -3.45061 -0.70294
13 Cl 0.99103 -4.59037 -0.91105
14 Cl -0.54712 -2.39883 -2.10544
15 H -1.31858 -4.02820 -0.55976
16 H -0.21150 -2.83194 0.17329
17 C 1.37224 0.14712 -3.61917
18 Cl 3.05162 0.56133 -3.99604
19 Cl 0.53852 1.68120 -3.29128
20 H 0.88461 -0.33791 -4.46478
21 H 1.31393 -0.47245 -2.72428
22 C -2.68294 -1.33402 3.56775
23 Cl -3.03184 0.42386 3.70275
24 Cl -4.22561 -2.21437 3.29739
25 H -2.02398 -1.50607 2.71671
26 H -2.20679 -1.75551 4.45303

Atoms 1-6, force components in eV/Å:
2.0 -0.9 0.0
-1.4 0.0 -0.8
0.0 0.1 0.4
0.4 0.9 1.1
0.0 0.0 -0.1
-0.8 -0.3 -0.5

Properties
**Spin multiplicity**: 1
**Relative energy (zero: lowest compared OMol25 entry of this formula, charge and spin)**: 18.8 kcal per mole
**Orbital gap**: 4.232 eV
**Charge**: +1
**HOMO energy**: -13.0 eV
**Maximum force**: 2.241 eV/A
**E_LUMO**: -8.8 eV

No. 2
Formula: CsH6O7P
Source: OMol25
Level of theory: wB97M-V/def2-TZVPD

Atoms and positions in Å:
1 Cs -0.25292 1.84010 0.78822
2 P 0.18278 -1.58044 0.45003
3 O 0.81017 -2.86969 -0.10993
4 O 1.33829 -0.55520 0.82500
5 O -0.69790 -1.83141 1.71434
6 O -0.70723 -0.86599 -0.64535
7 O -0.03318 0.99408 -2.51557
8 H -0.89231 1.35162 -2.76111
9 H -0.23137 0.35739 -1.75551
10 O 2.62871 1.30764 -0.55443
11 H 3.50068 0.92031 -0.47044
12 H 2.02797 0.63900 -0.08919
13 O -2.80856 0.35298 1.51980
14 H -2.79261 0.13304 2.45554
15 H -2.07253 -0.19344 1.14863

Atoms 1-6, force components in eV/Å:
0.4 -0.8 -0.3
0.6 -1.4 -0.1
-0.4 0.5 0.2
-0.2 1.2 0.0
-0.1 0.9 -0.3
-0.3 1.4 0.1

Properties
**Spin multiplicity**: 1
**Relative energy (zero: lowest compared OMol25 entry of this formula, charge and spin)**: 0.0 kcal per mole
**Orbital gap**: 2.627 eV
**Charge**: -2
**HOMO energy**: 1.0 eV
**Maximum force**: 1.546 eV/A
**E_LUMO**: 3.6 eV

No. 3
Formula: C22H51CoN4OP2
Source: OMol25
Level of theory: wB97M-V/def2-TZVPD

Atoms and positions in Å:
1 Co -0.75379 0.96066 1.99948
2 P -0.42923 -1.61413 -2.92942
3 P -0.42670 2.62325 0.71811
4 N 1.03066 0.58782 -1.72008
5 C 1.33456 -1.35923 -3.26746
6 H 1.91192 -2.16264 -2.78042
7 H 1.48606 -1.44965 -4.35355
8 C 1.83916 0.01603 -2.80151
9 H 2.87504 -0.07166 -2.43453
10 H 1.87849 0.70597 -3.67056
11 C 1.34027 2.00903 -1.51744
12 H 0.69602 2.62239 -2.17186
13 H 2.38603 2.17244 -1.82693
14 C 1.23999 2.49210 -0.06953
15 H 1.68936 3.49496 -0.01103
16 H 1.85772 1.83924 0.56551
17 C -0.07946 3.85185 2.05679
18 C 0.54602 3.03086 3.19271
19 H 1.64211 3.03974 3.12499
20 H 0.19771 1.95869 3.19403
21 H 0.25415 3.46456 4.15681
22 C -1.46679 3.42077 -0.56723
23 C -2.93312 3.56389 -0.15626
24 H -3.47893 4.06012 -0.96959
25 H -3.05107 4.17295 0.74702
26 H -3.40500 2.59209 0.02184
27 C -1.39840 -2.46959 -4.18997
28 C -2.80086 -2.86244 -3.70850
29 H -3.38375 -3.21157 -4.57183
30 H -3.34023 -2.01342 -3.27264
31 H -2.77848 -3.68290 -2.97877
32 C -0.45528 -2.35127 -1.25847
33 C -1.80428 -2.20473 -0.55935
34 H -1.68823 -2.51519 0.48885
35 H -2.57168 -2.83865 -1.02329
36 H -2.15650 -1.16367 -0.55770
37 C -2.46998 0.91079 1.91253
38 C -0.87824 4.75557 -1.03701
39 H -0.72995 5.45838 -0.20609
40 H 0.07812 4.63028 -1.55965
41 H -1.57984 5.21911 -1.74417
42 C -0.64819 -3.64174 -4.83398
43 H -1.27167 -4.05174 -5.63885
44 H 0.29887 -3.32020 -5.28253
45 H -0.44601 -4.44967 -4.11877
46 C 0.03436 -3.80064 -1.27404
47 H 0.11360 -4.15490 -0.23456
48 H -0.67650 -4.46020 -1.79653
49 H 1.02620 -3.91283 -1.73672
50 C -1.29510 4.66389 2.52188
51 H -2.15329 4.01832 2.75542
52 H -1.02483 5.19068 3.44731
53 H -1.60687 5.42667 1.79743
54 H 0.65665 4.54156 1.61905
55 H 0.27761 -1.73296 -0.70426
56 H -1.42060 2.69815 -1.40003
57 H -1.52691 -1.68845 -4.95970
58 O -3.62956 0.80880 1.78896
59 H -0.00936 0.48246 -2.04020
60 H -0.93456 -0.28592 -2.84162
61 C -0.67970 -1.12305 3.86525
62 N 0.60311 -1.65936 3.46268
63 C 1.01754 -2.85346 4.17258
64 C 1.21531 -1.20953 2.34506
65 N 0.58585 -0.36263 1.52794
66 N 2.49035 -1.63689 2.08035
67 C 3.45737 -1.77272 3.16703
68 C 3.07993 -1.34671 0.77718
69 H -0.60372 -0.68581 4.87252
70 H -1.40753 -1.94675 3.90456
71 H -1.04153 -0.36220 3.14283
72 H 1.57783 -3.52713 3.51905
73 H 1.61949 -2.61006 5.05835
74 H 0.12076 -3.38151 4.51348
75 H 1.04234 -0.24740 0.62114
76 H 3.46942 -2.79806 3.55539
77 H 4.45045 -1.55713 2.75958
78 H 3.26147 -1.07173 3.99222
79 H 2.51215 -1.84037 -0.02584
80 H 3.14897 -0.26371 0.57353
81 H 4.09270 -1.75781 0.78300

Atoms 1-6, force components in eV/Å:
0.6 -1.0 -0.8
0.2 0.0 1.0
0.0 0.2 -0.5
-2.0 -0.7 -0.7
0.2 -0.3 -0.7
-0.4 0.2 -0.2

Properties
**Spin multiplicity**: 4
**Relative energy (zero: lowest compared OMol25 entry of this formula, charge and spin)**: 56.4 kcal per mole
**Orbital gap (spin up / spin down)**: 3.135 / 7.276 eV
**Expectation value of S²**: 3.767
**Charge**: +1
**HOMO energy (spin up / spin down)**: -5.4 / -9.6 eV
**Maximum force**: 3.329 eV/A
**E_LUMO (spin up / spin down)**: -2.3 / -2.4 eV

No. 4
Formula: C3H7IN3
Source: OMol25
Level of theory: wB97M-V/def2-TZVPD

Atoms and positions in Å:
1 C -0.09924 1.74705 -0.34575
2 C 0.88258 -0.10965 0.66973
3 C -1.26945 -1.29936 -0.22884
4 N -0.38660 0.74601 -1.09399
5 N 0.51634 1.35719 0.81224
6 N 0.06503 -0.45958 -0.49262
7 I 3.00256 -0.32526 0.14370
8 H -0.39023 2.70722 -0.47358
9 H 0.59018 -0.72576 1.49132
10 H -1.67486 -1.22284 0.69739
11 H -1.96227 -0.91461 -0.98772
12 H -0.98785 -2.39894 -0.31967
13 H 1.16624 1.84526 1.41328
14 H 0.54756 -0.94673 -1.28550

Atoms 1-6, force components in eV/Å:
1.4 -4.4 1.8
0.8 2.2 -0.5
2.4 -1.6 -3.2
-0.8 1.8 -1.7
0.8 -2.5 0.7
-2.1 -1.1 -0.9

Properties
**Spin multiplicity**: 1
**Relative energy (zero: lowest compared OMol25 entry of this formula, charge and spin)**: 37.8 kcal per mole
**Orbital gap**: 9.795 eV
**Charge**: +1
**HOMO energy**: -14.1 eV
**Maximum force**: 4.938 eV/A
**E_LUMO**: -4.3 eV

No. 5
Formula: C22H29N5O3
Source: OMol25
Level of theory: wB97M-V/def2-TZVPD

Atoms and positions in Å:
1 C -0.14301 -5.10883 0.03801
2 C -0.87445 -3.78511 0.20685
3 C -0.00424 -2.74543 0.92163
4 N -0.73892 -1.49458 1.00487
5 C -1.08944 -1.03170 -0.32499
6 H -1.66861 -0.10973 -0.23500
7 C -1.94272 -2.10203 -1.01519
8 C -2.31157 -1.70023 -2.43604
9 H -2.88800 -2.49472 -2.90080
10 H -2.89882 -0.78707 -2.42614
11 H -1.40886 -1.54409 -3.02081
12 O -1.23964 -3.32406 -1.07865
13 H -2.85638 -2.24465 -0.41133
14 H -0.19409 -0.84410 -0.94440
15 C -0.08042 -0.48041 1.81062
16 C 1.19248 0.04442 1.22359
17 N 2.27889 -0.70691 1.12146
18 C 3.20129 0.06872 0.51973
19 C 2.67392 1.32365 0.24602
20 N 1.37498 1.28394 0.70798
21 C 0.46071 2.39297 0.61430
22 C 0.01092 2.63775 -0.82897
23 H 0.83835 3.08016 -1.38455
24 H -0.25191 1.68503 -1.29391
25 C -1.20165 3.57606 -0.87514
26 C -2.41115 2.91396 -0.27800
27 C -3.12972 1.98080 -1.01665
28 C -4.20612 1.31350 -0.45977
29 C -4.57842 1.56863 0.84927
30 C -3.87754 2.50349 1.59097
31 C -2.80249 3.17161 1.02987
32 H -2.26584 3.90830 1.61183
33 H -4.16824 2.71426 2.60977
34 H -5.41545 1.04566 1.28664
35 H -4.75645 0.59243 -1.04647
36 H -2.84252 1.78315 -2.04019
37 H -0.96552 4.49434 -0.33546
38 H -1.40092 3.83373 -1.91673
39 H 0.97128 3.28597 0.98616
40 H -0.40469 2.18637 1.24621
41 C 3.45614 2.35623 -0.36168
42 O 3.13134 3.49089 -0.64786
43 N 4.74429 1.88660 -0.61576
44 C 5.31180 0.64727 -0.37095
45 O 6.46323 0.41471 -0.65891
46 N 4.48200 -0.28104 0.21561
47 C 4.96625 -1.60915 0.51889
48 H 4.76704 -1.83700 1.56514
49 H 6.03543 -1.62728 0.31794
50 H 4.45690 -2.34368 -0.10572
51 H 5.37678 2.55320 -1.04488
52 H 0.14924 -0.93517 2.77807
53 H -0.79643 0.33052 1.96478
54 H 0.21671 -3.08570 1.93444
55 H 0.94475 -2.62682 0.37681
56 H -1.79248 -3.93098 0.80328
57 H 0.11909 -5.51875 1.00894
58 H 0.76167 -4.95623 -0.54396
59 H -0.77876 -5.81292 -0.49080

Atoms 1-6, force components in eV/Å:
-0.3 0.4 -0.1
0.3 -0.2 0.5
-0.3 -0.3 -0.3
0.0 0.1 0.0
-0.3 -0.3 0.0
0.0 0.0 -0.1

Properties
**Spin multiplicity**: 1
**Relative energy (zero: lowest compared OMol25 entry of this formula, charge and spin)**: 16.9 kcal per mole
**Orbital gap**: 9.072 eV
**Charge**: 0
**HOMO energy**: -8.4 eV
**Maximum force**: 1.374 eV/A
**E_LUMO**: 0.7 eV

No. 6
Formula: C43H35I2N6O2PSW
Source: OMol25
Level of theory: wB97M-V/def2-TZVPD

Atoms and positions in Å:
1 W -0.19738 -0.17171 -0.72083
2 N 3.76194 -2.46177 -0.44710
3 C 2.76686 -1.57717 -0.40624
4 S 1.13278 -2.19965 -0.33313
5 N 3.03422 -0.30396 -0.36896
6 N 1.89736 0.45283 -0.29120
7 C 2.08547 1.67512 0.05603
8 C 0.92140 2.49566 0.30348
9 C 1.00110 3.76242 0.84506
10 C -0.17992 4.42317 1.15634
11 C -1.38666 3.80112 0.89069
12 C -1.38561 2.53853 0.32184
13 N -0.25365 1.88681 0.04443
14 H 3.57856 -3.44963 -0.45122
15 H 4.71484 -2.14119 -0.38496
16 H 3.09355 2.02911 0.23920
17 H 1.96836 4.20553 1.03615
18 H -0.15371 5.40869 1.60161
19 H -2.33000 4.27792 1.11522
20 H -2.30663 2.03758 0.06910
21 C -4.44447 1.43105 -2.47953
22 C -4.28093 0.17833 -1.67268
23 N -5.35534 -0.54932 -1.40929
24 C -5.24899 -1.65131 -0.65954
25 C -4.06964 -2.09020 -0.08342
26 C -3.97420 -3.29607 0.81505
27 O -3.28888 -2.98188 2.02235
28 C -2.92842 -1.32971 -0.34959
29 C -1.58365 -1.53242 0.26369
30 N -1.09181 -0.44059 0.96653
31 C -1.55945 0.25310 2.10958
32 C -2.90391 0.62376 2.20222
33 C -3.36335 1.33630 3.29304
34 C -2.48469 1.68483 4.31247
35 C -1.15729 1.30133 4.24122
36 C -0.68963 0.58144 3.14595
37 I 1.28393 -0.08108 3.17997
38 C -3.03762 -0.22753 -1.17355
39 O -1.88956 0.43379 -1.49138
40 H -4.85114 2.22770 -1.85209
41 H -5.15892 1.25817 -3.28248
42 H -3.49789 1.76802 -2.90131
43 H -6.16987 -2.20078 -0.49532
44 H -3.38395 -4.07749 0.33071
45 H -4.96471 -3.71508 1.00045
46 H -3.91801 -2.65834 2.67565
47 H -1.29862 -2.52384 0.60370
48 H -3.57800 0.35799 1.39941
49 H -4.40513 1.62215 3.34988
50 H -2.83578 2.24060 5.17123
51 H -0.47998 1.54233 5.04902
52 I -0.60529 -2.06851 -2.85414
53 C -2.11634 -1.19513 -3.98865
54 C -3.20745 -1.99771 -4.18416
55 C -4.24452 -1.59000 -5.03824
56 C -4.11689 -0.40974 -5.70418
57 C -2.99292 0.43071 -5.51377
58 C -2.89940 1.61641 -6.28059
59 C -1.82503 2.43717 -6.15258
60 C -0.85004 2.14386 -5.18366
61 C -0.90788 1.03262 -4.36917
62 P 0.44723 0.98897 -3.11571
63 C 0.80938 2.75248 -2.84577
64 C -0.26402 3.58758 -2.51800
65 C -0.05535 4.93295 -2.27896
66 C 1.23056 5.46215 -2.34827
67 C 2.29776 4.64095 -2.67263
68 C 2.08958 3.28940 -2.92857
69 C 1.86158 0.27155 -3.99836
70 C 1.68934 -0.27292 -5.27178
71 C 2.76007 -0.85493 -5.93424
72 C 4.01127 -0.89396 -5.33862
73 C 4.19193 -0.35023 -4.07439
74 C 3.12414 0.22521 -3.40456
75 C -1.96553 0.08467 -4.58695
76 H -3.27222 -2.95813 -3.68899
77 H -5.10832 -2.22378 -5.18047
78 H -4.87788 -0.09038 -6.40499
79 H -3.69036 1.84081 -6.98501
80 H -1.72168 3.32476 -6.76105
81 H -0.03589 2.84525 -5.07778
82 H -1.27076 3.18491 -2.48940
83 H -0.89572 5.57651 -2.05178
84 H 1.39265 6.51695 -2.16996
85 H 3.29634 5.04974 -2.75084
86 H 2.92989 2.67325 -3.21772
87 H 0.72359 -0.23957 -5.75800
88 H 2.61451 -1.27099 -6.92201
89 H 4.84593 -1.34227 -5.86067
90 H 5.16891 -0.36673 -3.60941
91 H 3.29297 0.63517 -2.41994

Atoms 1-6, force components in eV/Å:
-0.3 -0.1 0.0
0.0 0.0 0.0
0.0 0.1 0.0
0.0 -0.1 0.0
-0.1 -0.1 0.1
0.0 0.0 0.0

Properties
**Spin multiplicity**: 1
**Relative energy (zero: lowest compared OMol25 entry of this formula, charge and spin)**: 0.0 kcal per mole
**Orbital gap**: 6.429 eV
**Charge**: +2
**HOMO energy**: -13.2 eV
**Maximum force**: 0.428 eV/A
**E_LUMO**: -6.8 eV